{"formula": "C26H30N4PtS", "method": "ωB97M-V with the def2-TZVPD basis set", "species": ["Pt", "C", "C", "C", "C", "C", "C", "C", "C", "C", "H", "H", "H", "H", "H", "H", "H", "H", "H", "H", "H", "H", "C", "N", "C", "C", "N", "C", "S", "C", "C", "C", "C", "C", "N", "H", "H", "H", "H", "H", "H", "H", "H", "H", "C", "C", "C", "C", "C", "C", "C", "C", "N", "H", "H", "H", "H", "H", "H", "H", "H", "H"], "coordinates": [[0.0082, -0.0258, 0.3005], [4.4799, 1.7624, -0.1032], [3.2042, 1.6135, 0.6665], [2.9645, 0.4788, 1.4401], [1.7827, 0.3138, 2.1627], [1.6396, -0.8075, 3.1506], [0.7837, 1.3202, 2.0569], [1.0748, 2.5384, 1.3758], [0.1231, 3.6843, 1.4829], [2.2533, 2.6392, 0.6596], [4.2809, 1.9055, -1.1680], [5.1301, 0.8982, 0.0201], [5.0223, 2.6496, 0.2280], [3.7439, -0.2683, 1.5266], [0.5999, -1.0957, 3.2955], [2.0209, -0.4679, 4.1170], [2.2246, -1.6805, 2.8597], [-0.0409, 1.3083, 2.7621], [-0.8522, 3.3998, 1.0812], [0.4877, 4.5558, 0.9437], [-0.0250, 3.9550, 2.5294], [2.4759, 3.5560, 0.1250], [-4.1177, -3.1877, 0.9152], [-2.7649, -3.5895, 0.5595], [-2.4065, -4.7987, 0.0030], [-1.0732, -4.7899, -0.1623], [-0.6087, -3.5657, 0.3111], [-1.6698, -2.8321, 0.7482], [-1.6888, -1.3460, 1.5709], [0.7470, -3.1817, 0.1826], [1.7313, -4.1153, 0.4568], [3.0420, -3.8124, 0.1253], [3.3141, -2.6119, -0.5129], [2.2800, -1.7173, -0.6977], [1.0180, -1.9682, -0.3130], [-4.7633, -4.0602, 0.8836], [-4.4871, -2.4396, 0.2151], [-4.1313, -2.7682, 1.9177], [-3.1293, -5.5579, -0.2394], [-0.4201, -5.5306, -0.5875], [1.4766, -5.0662, 0.9040], [3.8333, -4.5157, 0.3471], [4.3142, -2.3723, -0.8457], [2.4415, -0.7638, -1.1825], [-3.7091, 2.6275, 0.0632], [-2.9636, 2.6629, -1.2257], [-3.4357, 3.3414, -2.3200], [-2.7346, 3.3394, -3.5261], [-1.5352, 2.6327, -3.6765], [-0.9973, 1.9343, -2.6324], [0.2959, 1.2005, -2.7589], [-1.6976, 1.9398, -1.3402], [-1.2266, 1.3525, -0.2977], [-4.7173, 3.0160, -0.0612], [-3.2019, 3.2373, 0.8136], [-3.7495, 1.6122, 0.4541], [-4.3730, 3.8779, -2.2459], [-3.1288, 3.8928, -4.3691], [-1.0249, 2.6456, -4.6317], [0.6150, 1.1518, -3.7983], [0.1938, 0.1810, -2.3776], [1.0710, 1.7122, -2.1812]], "forces_ev_per_a": [[-1.63, -0.09, -1.50], [0.07, 0.14, -0.07], [-0.01, -0.29, 0.36], [0.34, 0.41, -0.23], [-0.15, 0.27, -0.06], [-0.01, 0.05, 0.05], [0.82, 0.24, 0.30], [0.03, -0.30, -0.14], [-0.18, -0.01, -0.07], [0.11, -0.05, 0.02], [0.01, -0.05, 0.00], [0.01, 0.01, -0.01], [0.04, -0.04, 0.01], [0.00, -0.07, 0.00], [-0.01, -0.04, 0.00], [0.01, -0.04, 0.00], [-0.02, -0.01, -0.02], [-0.11, -0.07, -0.14], [0.00, 0.07, 0.05], [-0.01, 0.02, 0.01], [0.02, 0.04, 0.00], [-0.04, 0.02, 0.00], [-0.31, 0.12, 0.06], [0.34, 0.05, -0.01], [-0.03, -0.06, -0.02], [0.01, -0.08, 0.01], [-0.33, 0.08, -0.01], [-0.10, -0.43, -0.03], [0.56, 1.02, -0.90], [0.29, 0.07, 0.02], [-0.04, -0.13, -0.10], [-0.09, 0.03, 0.01], [0.04, 0.00, -0.14], [0.12, -0.28, 0.04], [0.28, 0.10, 0.75], [0.05, -0.03, -0.01], [0.06, -0.02, -0.02], [0.02, -0.06, 0.01], [-0.01, 0.02, 0.03], [0.02, 0.06, -0.03], [-0.03, 0.03, 0.04], [0.00, -0.01, -0.02], [-0.02, 0.05, -0.01], [0.08, 0.13, 0.18], [-0.08, 0.03, -0.09], [0.08, -0.02, 0.31], [-0.28, 0.13, -0.08], [0.06, -0.15, 0.34], [0.26, -0.06, -0.31], [-0.15, 0.04, 0.11], [-0.10, 0.16, -0.04], [1.16, -0.14, -0.57], [-1.22, -0.78, 1.81], [0.01, 0.01, -0.01], [0.05, -0.01, 0.01], [0.01, 0.02, 0.03], [0.02, 0.01, -0.04], [-0.01, 0.00, -0.01], [-0.04, 0.04, 0.00], [0.04, -0.01, 0.03], [-0.02, -0.12, 0.06], [0.02, -0.02, 0.04]], "nbo_charge": [1.01, -0.64, 0.03, -0.22, -0.02, -0.66, -0.36, 0.06, -0.65, -0.26, 0.23, 0.22, 0.25, 0.21, 0.23, 0.26, 0.22, 0.25, 0.22, 0.23, 0.25, 0.23, -0.41, -0.31, -0.02, -0.06, -0.36, 0.25, -0.05, 0.39, -0.25, -0.10, -0.23, 0.08, -0.54, 0.24, 0.23, 0.24, 0.26, 0.26, 0.26, 0.26, 0.26, 0.22, -0.66, 0.18, -0.29, 0.03, -0.27, 0.14, -0.67, 0.10, -0.48, 0.24, 0.26, 0.25, 0.25, 0.25, 0.24, 0.25, 0.22, 0.25], "total_energy_ha": -1744.66834, "homo_lumo_gap_ev": [5.59, 5.65], "charge": 2, "relative_energy_kj_mol": 66.4, "homo_ev": [-13.31, -13.32], "lumo_ev": [-7.7175, -7.6673]}

---

{"formula": "C26H30N5NiO9P2", "method": "ωB97M-V with the def2-TZVPD basis set", "species": ["Ni", "O", "C", "C", "C", "C", "N", "C", "C", "C", "C", "C", "C", "O", "C", "C", "N", "H", "H", "H", "H", "H", "H", "H", "H", "H", "H", "H", "H", "C", "C", "O", "P", "O", "O", "O", "P", "O", "O", "O", "H", "H", "H", "H", "H", "H", "H", "C", "C", "N", "C", "C", "C", "C", "C", "C", "C", "C", "N", "C", "N", "H", "H", "H", "H", "H", "H", "H", "H", "H", "C", "H", "H"], "coordinates": [[0.8327, -0.3338, -0.2377], [-1.3091, 2.6448, 5.8086], [-2.1047, 1.6496, 5.1839], [-1.4512, 1.1878, 3.9113], [-2.0626, 0.1925, 3.1602], [-1.4707, -0.2192, 1.9803], [-0.3285, 0.3078, 1.5502], [0.2694, 1.2487, 2.2636], [-0.2589, 1.7304, 3.4560], [1.5650, 1.7665, 1.6817], [2.3672, 2.6576, 2.3693], [3.5618, 3.0887, 1.7962], [4.4349, 4.0888, 2.5043], [3.9145, 5.4123, 2.4047], [3.8951, 2.6061, 0.5460], [3.0333, 1.7205, -0.0863], [1.8970, 1.3093, 0.4644], [-1.7474, 2.9162, 6.6178], [-3.0995, 2.0409, 4.9433], [-2.2376, 0.7848, 5.8433], [-2.9972, -0.2571, 3.4748], [-1.9155, -0.9770, 1.3452], [0.2186, 2.5113, 4.0260], [2.0861, 3.0171, 3.3490], [5.4529, 4.0383, 2.1053], [4.4792, 3.8678, 3.5708], [3.6323, 5.5524, 1.4949], [4.8243, 2.8799, 0.0624], [3.2698, 1.3048, -1.0552], [2.1742, -1.1307, -2.6575], [2.4763, -2.3366, -1.7776], [3.1808, -3.2794, -2.5771], [0.9117, -3.1175, -1.1498], [1.3986, -4.2765, -0.1771], [0.3285, -3.9933, -2.3357], [-0.1058, -2.1867, -0.5838], [3.4557, -1.8418, -0.2648], [4.2144, -3.2717, 0.0048], [4.4947, -0.8153, -0.5342], [2.3952, -1.6810, 0.7976], [1.5765, -1.4220, -3.5235], [3.1207, -0.7050, -2.9929], [1.6110, -0.3655, -2.0980], [3.5737, -3.9238, -1.9732], [1.8287, -3.8789, 0.6025], [-0.4593, -3.5856, -2.7366], [5.1668, -3.1125, -0.0354], [-2.2598, 2.6293, -1.2584], [-1.0246, 2.0458, -1.4961], [-0.8874, 0.7056, -1.4792], [-1.9635, -0.0471, -1.3130], [-3.2753, 0.4378, -1.1294], [-3.3795, 1.8336, -1.0699], [-4.3883, -0.4426, -0.8985], [-4.5998, -1.7637, -1.3044], [-3.9359, -2.6250, -2.1931], [-4.4208, -3.9552, -2.4142], [-3.7831, -4.7644, -3.2971], [-2.6844, -4.3846, -4.0127], [-2.3092, -3.1357, -3.7495], [-2.8197, -2.2469, -2.9150], [-2.3442, 3.7106, -1.2503], [1.0673, 2.2354, -1.8901], [-1.7945, -1.1083, -1.2930], [-4.3475, 2.2896, -0.8872], [-5.1856, -0.0057, -0.3022], [-5.4965, -2.2107, -0.8804], [-5.2903, -4.3108, -1.8729], [-4.1390, -5.7761, -3.4691], [-1.4382, -2.7876, -4.3106], [0.1831, 2.8665, -1.8529], [0.0594, 3.3190, -2.8414], [0.3636, 3.6773, -1.1416]], "forces_ev_per_a": [[-0.40, 0.26, 0.62], [-0.01, -0.04, -0.02], [0.04, 0.02, -0.02], [0.07, 0.04, 0.00], [-0.08, -0.09, -0.09], [0.06, 0.18, 0.04], [-0.04, -0.28, -0.10], [0.53, 0.28, -0.21], [-0.21, -0.07, 0.07], [-0.52, -0.16, 0.20], [0.20, 0.11, -0.08], [-0.11, 0.01, 0.15], [-0.02, -0.03, 0.00], [0.00, 0.00, 0.02], [0.02, -0.10, -0.16], [-0.03, 0.03, 0.08], [-0.05, -0.14, 0.02], [-0.01, 0.03, 0.04], [-0.01, 0.01, 0.01], [0.01, 0.00, 0.02], [0.00, 0.02, 0.02], [0.00, -0.02, 0.02], [0.01, 0.00, 0.00], [0.00, 0.00, 0.01], [0.00, 0.03, -0.02], [0.01, 0.00, 0.00], [0.01, 0.00, -0.01], [0.00, 0.02, 0.02], [0.06, 0.00, 0.01], [0.01, -0.05, -0.02], [-0.10, 0.02, 0.06], [0.00, -0.08, 0.01], [-0.08, -0.07, -0.27], [0.06, 0.01, 0.15], [0.15, 0.15, 0.11], [0.46, 0.05, -0.14], [-0.31, 0.02, -0.13], [0.24, -0.05, 0.18], [-0.06, 0.02, -0.07], [0.20, -0.01, -0.14], [0.01, -0.03, -0.01], [0.00, -0.01, -0.02], [0.11, -0.08, -0.25], [0.00, 0.04, -0.01], [-0.08, 0.02, -0.12], [0.02, -0.17, 0.12], [-0.13, -0.01, -0.02], [-0.07, -0.02, -0.06], [0.04, -0.07, -0.11], [0.24, 0.12, 0.13], [-0.08, -0.10, 0.01], [0.18, -0.06, 0.03], [-0.05, 0.08, 0.12], [0.00, -0.11, -0.15], [-0.08, 0.23, 0.31], [0.28, -0.12, -0.22], [-0.06, 0.15, 0.15], [0.12, -0.09, -0.14], [-0.14, 0.02, 0.14], [-0.16, 0.15, -0.02], [-0.21, -0.18, -0.13], [-0.02, 0.00, 0.01], [-0.02, -0.04, 0.01], [0.02, 0.05, 0.04], [0.01, 0.01, 0.00], [-0.08, 0.02, -0.11], [0.00, 0.00, -0.02], [0.01, 0.00, -0.01], [0.03, 0.00, -0.01], [0.00, 0.04, -0.07], [0.02, 0.05, -0.02], [-0.02, 0.02, 0.02], [-0.02, -0.02, 0.02]], "lowdin_spin": [0.96, 0.00, 0.00, 0.00, 0.00, 0.00, 0.00, 0.00, 0.00, 0.00, 0.00, 0.00, 0.00, 0.00, 0.00, 0.00, 0.01, 0.00, 0.00, 0.00, 0.00, 0.00, 0.00, 0.00, 0.00, 0.00, 0.00, 0.00, 0.00, 0.00, 0.00, 0.00, 0.00, 0.00, 0.00, 0.01, 0.00, 0.00, 0.00, 0.02, 0.00, 0.00, 0.00, 0.00, 0.00, 0.00, 0.00, 0.00, 0.08, 0.00, 0.05, 0.03, 0.07, 0.21, 0.09, 0.13, 0.05, 0.05, 0.12, 0.00, 0.09, 0.00, 0.00, 0.00, 0.00, 0.01, 0.00, 0.00, 0.00, 0.00, 0.01, 0.00, 0.00], "total_energy_ha": -4151.01783, "spin_multiplicity": 3, "homo_lumo_gap_ev": [3.92, 5.59], "charge": -1, "relative_energy_kj_mol": 33.8, "homo_ev": [-1.98, -3.65], "lumo_ev": [1.9385, 1.9384]}

---

{"formula": "C26H31AsBrN5O4RbS", "method": "ωB97M-V with the def2-TZVPD basis set", "species": ["Rb", "O", "C", "C", "C", "C", "C", "C", "C", "O", "N", "N", "C", "C", "Br", "C", "C", "C", "C", "C", "C", "C", "H", "H", "H", "H", "H", "H", "H", "H", "H", "H", "H", "H", "H", "H", "C", "N", "C", "C", "C", "O", "N", "C", "O", "H", "H", "H", "H", "H", "C", "As", "C", "C", "S", "H", "H", "H", "H", "H", "H", "H", "H", "H", "C", "C", "N", "H", "H", "H"], "coordinates": [[0.2932, 1.6469, 0.1365], [1.3899, -3.4118, -0.7654], [2.6608, -3.1307, -1.1519], [3.2874, -4.1066, -1.9210], [4.5974, -3.9463, -2.3465], [5.2995, -2.7990, -2.0001], [4.6601, -1.8292, -1.2372], [3.3446, -1.9591, -0.8050], [2.7172, -0.7467, -0.1043], [1.9802, 0.0143, -0.9139], [1.9710, -1.1616, 1.1651], [0.6875, -1.5186, 1.0034], [-0.1754, -1.2130, 1.8928], [-1.5589, -1.6947, 1.7859], [-2.7917, -0.6328, 2.7925], [-1.9820, -2.7233, 1.0674], [-3.3927, -3.1577, 0.9041], [-3.9535, -4.0703, 1.7918], [-5.2759, -4.4709, 1.6503], [-6.0508, -3.9637, 0.6140], [-5.4920, -3.0593, -0.2811], [-4.1680, -2.6584, -0.1396], [1.0078, -2.6878, -0.2285], [2.7208, -4.9971, -2.1694], [5.0672, -4.7193, -2.9459], [6.3253, -2.6567, -2.3208], [5.1931, -0.9209, -0.9674], [3.5676, -0.2229, 0.3722], [2.1260, -0.5044, 1.9252], [0.0996, -0.6039, 2.7518], [-1.2123, -3.2830, 0.5375], [-3.3511, -4.4604, 2.6054], [-5.7020, -5.1778, 2.3529], [-7.0855, -4.2688, 0.5082], [-6.0864, -2.6553, -1.0939], [-3.7333, -1.9421, -0.8326], [2.5042, 3.1430, 5.1583], [2.0124, 3.8014, 3.9604], [2.1019, 5.1551, 3.7782], [1.6348, 5.7578, 2.6734], [0.9887, 4.9330, 1.6492], [0.4999, 5.4465, 0.6282], [0.9522, 3.5831, 1.8541], [1.4544, 2.9961, 2.9511], [1.4592, 1.7636, 3.1394], [2.8270, 3.9035, 5.8661], [3.3382, 2.4811, 4.9300], [1.7207, 2.5376, 5.6081], [2.5829, 5.7027, 4.5785], [1.7179, 6.8255, 2.5292], [0.0529, 1.6879, -3.1648], [-1.1955, 0.1954, -3.1417], [-1.4378, -0.0912, -5.0419], [-0.1843, -1.3493, -2.6242], [-3.0631, 0.3349, -2.2256], [0.8151, 1.4318, -3.9005], [0.5303, 1.8223, -2.1981], [-0.4738, 2.5912, -3.4411], [-0.4707, -0.2405, -5.5250], [-1.9459, 0.7669, -5.4757], [-2.0572, -0.9743, -5.1631], [0.1556, -1.8694, -3.5192], [-0.8292, -1.9958, -2.0367], [0.6772, -1.0152, -2.0300], [-2.3608, 5.5201, -0.4248], [-1.9807, 4.1799, -0.8823], [-1.6652, 3.1322, -1.2334], [-3.0494, 5.4407, 0.4166], [-2.8434, 6.0690, -1.2315], [-1.4534, 6.0262, -0.0937]], "forces_ev_per_a": [[-0.48, -0.31, 0.58], [0.13, -0.16, -0.27], [-0.14, -0.09, 0.11], [0.13, -0.09, -0.08], [-0.01, 0.04, 0.00], [-0.06, -0.01, 0.02], [0.03, -0.01, -0.01], [-0.05, 0.05, -0.06], [-0.24, -0.01, 0.01], [0.45, -0.43, -0.10], [0.19, -0.03, 0.04], [0.07, 0.14, -0.03], [-0.08, -0.13, 0.14], [0.03, 0.24, 0.11], [0.08, -0.08, -0.08], [-0.03, -0.20, -0.20], [0.03, 0.05, 0.02], [-0.07, -0.08, 0.05], [0.01, 0.03, -0.04], [0.08, 0.03, 0.01], [0.06, 0.00, 0.02], [-0.03, 0.03, -0.08], [-0.04, 0.13, 0.05], [0.03, 0.03, 0.01], [-0.02, 0.03, 0.03], [-0.04, -0.01, 0.01], [-0.04, -0.05, -0.03], [0.19, 0.10, -0.01], [-0.11, 0.14, 0.05], [-0.02, 0.10, 0.07], [-0.05, 0.01, 0.05], [-0.02, 0.03, -0.04], [0.01, 0.02, -0.02], [0.03, 0.00, 0.00], [0.04, -0.02, 0.06], [-0.07, -0.05, 0.07], [0.00, 0.11, -0.09], [-0.01, 0.02, 0.01], [0.02, -0.09, -0.01], [-0.01, -0.12, 0.06], [0.04, -0.13, 0.02], [0.07, -0.07, 0.19], [0.13, 0.61, 0.35], [0.01, -0.10, -0.02], [-0.05, 0.24, -0.16], [0.02, 0.04, 0.03], [0.03, -0.01, -0.05], [-0.06, -0.01, 0.00], [0.00, 0.00, 0.05], [-0.01, -0.05, 0.02], [0.01, -0.23, 0.11], [-0.02, -0.21, -0.48], [0.07, 0.14, -0.07], [0.18, 0.04, 0.12], [0.02, 0.06, 0.10], [0.02, -0.02, 0.03], [0.02, -0.08, -0.64], [-0.08, 0.10, -0.07], [-0.03, 0.01, 0.01], [-0.03, 0.03, -0.02], [-0.06, -0.07, -0.01], [0.00, -0.02, 0.00], [-0.04, -0.04, 0.01], [-0.01, -0.03, 0.01], [0.06, -0.24, -0.02], [-0.03, 0.17, 0.07], [-0.25, 0.62, 0.06], [0.01, -0.04, -0.05], [0.00, -0.03, -0.02], [0.02, -0.04, -0.02]], "nbo_charge": [0.92, -0.73, 0.39, -0.30, -0.21, -0.27, -0.18, -0.14, 0.27, -0.95, -0.46, -0.23, -0.06, -0.08, 0.03, -0.25, 0.03, -0.23, -0.22, -0.23, -0.21, -0.23, 0.50, 0.21, 0.20, 0.20, 0.20, 0.11, 0.37, 0.20, 0.24, 0.21, 0.20, 0.20, 0.21, 0.25, -0.39, -0.44, 0.05, -0.39, 0.61, -0.72, -0.71, 0.75, -0.75, 0.19, 0.21, 0.21, 0.19, 0.22, -0.94, 1.45, -0.97, -1.02, -0.72, 0.23, 0.24, 0.24, 0.22, 0.23, 0.24, 0.23, 0.25, 0.32, -0.74, 0.36, -0.41, 0.24, 0.24, 0.31], "total_energy_ha": -6816.24146, "homo_lumo_gap_ev": 7.32, "charge": -1, "relative_energy_kj_mol": 112.5, "homo_ev": -5.09, "lumo_ev": 2.2367}